# 1
Computed, not measured: an isolated molecule of C15H26N2O2S, with ωB97M-V/def2-TZVPD.

Cartesian coordinates (Å):
C1 -6.926 -0.790 -0.163
C2 -6.032 0.436 -0.302
C3 -4.926 0.501 0.753
C4 -3.937 -0.667 0.723
C5 -3.199 -0.854 -0.604
C6 -2.388 0.358 -1.069
C7 -1.307 0.822 -0.092
C8 -0.251 -0.248 0.181
C9 0.934 0.321 0.934
S1 1.788 1.511 -0.130
O1 1.850 1.046 -1.481
O2 1.316 2.847 0.097
N1 3.357 1.533 0.536
C10 4.223 0.490 0.286
C11 5.599 0.697 0.149
C12 6.424 -0.388 -0.086
C13 7.901 -0.228 -0.258
C14 5.831 -1.649 -0.174
C15 4.465 -1.750 -0.012
N2 3.671 -0.715 0.220
H1 -7.336 -0.850 0.844
H2 -6.373 -1.703 -0.365
H3 -7.755 -0.734 -0.866
H4 -6.647 1.334 -0.203
H5 -5.592 0.454 -1.301
H6 -4.380 1.438 0.628
H7 -5.391 0.525 1.742
H8 -3.209 -0.516 1.522
H9 -4.471 -1.592 0.950
H10 -3.923 -1.098 -1.384
H11 -2.535 -1.715 -0.509
H12 -3.064 1.192 -1.260
H13 -1.909 0.105 -2.018
H14 -0.806 1.692 -0.521
H15 -1.762 1.136 0.849
H16 0.117 -0.642 -0.768
H17 -0.681 -1.071 0.756
H18 1.686 -0.434 1.148
H19 0.652 0.873 1.825
H20 3.760 2.457 0.551
H21 6.002 1.696 0.220
H22 8.210 0.795 -0.061
H23 8.186 -0.488 -1.277
H24 8.435 -0.895 0.416
H25 6.431 -2.525 -0.364
H26 3.962 -2.706 -0.064

Cartesian forces (eV/Å) of the 6 atoms listed first:
0.112 0.202 -0.125
0.009 -0.036 0.216
0.026 -0.095 -0.126
-0.034 0.073 -0.134
-0.002 0.147 0.091
0.001 -0.070 0.188

Results
electronic energy: -1245.3502 hartree
F_max: 0.98 eV/A
energy relative to the best compared isomer or geometry (same formula, charge and spin): 121.4 kJ/mol
SMILES: CCCCCCCCCS(=O)(=O)Nc1cc(C)ccn1
HOMO: -9.0 eV
gap between HOMO and LUMO: 9.7 eV
charge: 0

Results of the Mulliken charge analysis, in e, for atoms 1 through 2: -1.232 -0.418

***

# 2
Computed, not measured: a 7-piece molecular cluster, C20H56ClN4O10 overall, with ωB97M-V/def2-TZVPD.

Cartesian coordinates (Å):
Cl1 -7.678 -15.758 17.779
O1 -6.561 -16.318 18.528
O2 -8.700 -15.303 18.699
O3 -7.209 -14.614 17.004
O4 -8.284 -16.693 16.874
C1 -6.686 -22.010 23.584
C2 -6.563 -21.654 22.088
C3 -7.328 -20.380 21.789
O5 -7.183 -20.130 20.419
C4 -7.890 -18.990 20.037
N1 -5.153 -21.529 21.705
H1 -6.248 -21.260 24.254
H2 -6.140 -22.924 23.821
H3 -7.735 -22.030 23.899
H4 -7.004 -22.462 21.503
H5 -6.992 -19.573 22.454
H6 -8.398 -20.568 21.956
H7 -8.926 -18.993 20.418
H8 -8.025 -18.823 18.971
H9 -7.487 -18.053 20.437
H10 -4.597 -22.251 22.168
H11 -4.726 -20.720 22.162
C5 -11.961 -13.978 21.739
C6 -11.255 -12.679 21.413
C7 -9.738 -12.890 21.251
O6 -9.049 -11.668 21.305
C8 -7.765 -11.859 20.777
N2 -11.875 -12.161 20.159
H12 -11.739 -14.426 22.709
H13 -11.659 -14.737 21.004
H14 -13.042 -13.921 21.613
H15 -11.422 -11.921 22.183
H16 -9.552 -13.451 20.334
H17 -9.477 -13.519 22.115
H18 -7.137 -10.978 20.907
H19 -7.790 -12.034 19.695
H20 -7.229 -12.723 21.183
H21 -11.782 -12.872 19.426
H22 -11.232 -11.458 19.790
C9 -4.275 -17.677 20.219
C10 -3.801 -18.342 18.959
C11 -2.677 -19.362 19.152
O7 -3.219 -20.590 19.591
C12 -2.245 -21.507 19.979
N3 -4.999 -18.922 18.278
H23 -3.452 -17.271 20.821
H24 -4.799 -18.389 20.863
H25 -4.937 -16.831 20.025
H26 -3.469 -17.577 18.240
H27 -1.885 -18.995 19.818
H28 -2.219 -19.530 18.162
H29 -1.572 -21.177 20.782
H30 -1.581 -21.713 19.124
H31 -2.719 -22.448 20.246
H32 -4.742 -19.097 17.304
H33 -5.609 -18.111 18.161
C13 -5.155 -16.254 14.052
C14 -4.032 -16.113 15.064
C15 -3.701 -14.605 15.232
O8 -2.862 -14.382 16.349
C16 -1.507 -14.686 16.058
N4 -4.405 -16.747 16.318
H34 -4.941 -15.817 13.078
H35 -6.132 -15.962 14.454
H36 -5.354 -17.325 13.914
H37 -3.165 -16.633 14.642
H38 -4.676 -14.148 15.426
H39 -3.323 -14.096 14.339
H40 -1.207 -14.213 15.117
H41 -1.389 -15.769 15.947
H42 -0.914 -14.318 16.890
H43 -5.283 -16.339 16.646
H44 -3.728 -16.398 16.998
C17 -9.642 -12.228 16.906
C18 -10.738 -13.183 16.471
O9 -11.141 -14.005 17.574
H45 -8.943 -12.752 17.559
H46 -10.028 -11.385 17.489
H47 -9.082 -11.781 16.081
H48 -10.307 -13.850 15.718
H49 -11.630 -12.672 16.116
H50 -10.374 -14.556 17.775
C19 -3.610 -13.069 19.067
C20 -4.592 -14.053 18.469
O10 -5.882 -13.459 18.582
H51 -2.565 -13.359 18.970
H52 -3.804 -12.952 20.136
H53 -3.776 -12.084 18.628
H54 -4.613 -15.001 19.010
H55 -4.338 -14.260 17.424
H56 -6.543 -14.136 18.372

Cartesian forces (eV/Å) of the 6 atoms listed first:
-1.454 -0.340 -0.813
-0.817 0.200 -0.591
0.276 0.096 0.286
-0.657 -1.188 -0.607
0.577 -0.522 0.174
-0.365 0.556 0.181

Results
electronic energy: -2226.9157 hartree
F_max: 1.91 eV/A
energy relative to the best compared isomer or geometry (same formula, charge and spin): 92.0 kJ/mol
HOMO: -6.0 eV
gap between HOMO and LUMO: 8.6 eV
charge: -1

Results of the Mulliken charge analysis, in e, for atoms 1 through 2: 1.541 -0.453